No. 1
C22H16F3NO4V as an isolated structure, computed with the ωB97M-V functional and the def2-TZVPD basis.

```
47
Properties=species:S:1:pos:R:3
V 0.181 1.380 -0.077
O 0.098 4.884 1.125
C -0.257 3.619 0.847
O 0.401 2.640 1.368
C -1.306 3.392 -0.039
C -2.069 4.408 -0.688
C -3.236 4.066 -1.278
C -3.665 2.703 -1.231
C -2.849 1.736 -0.743
N -1.584 2.037 -0.290
C -3.168 0.280 -0.835
O -4.472 -0.057 -0.809
O -2.320 -0.558 -0.952
H 0.923 4.851 1.626
H -1.718 5.430 -0.653
H -3.854 4.808 -1.763
H -4.623 2.431 -1.655
H -5.008 0.702 -0.552
C 2.369 -4.198 -2.489
C 2.720 -3.884 -1.182
C 2.185 -2.766 -0.566
C 1.293 -1.946 -1.257
C 0.961 -2.255 -2.573
C 1.489 -3.381 -3.184
C 0.708 -0.750 -0.624
C 0.498 -0.394 0.643
C 0.627 -1.144 1.890
C 0.087 -2.426 2.002
C 0.183 -3.121 3.197
C 0.825 -2.550 4.287
C 1.357 -1.271 4.185
C 1.245 -0.565 2.999
H 2.788 -5.074 -2.968
H 3.417 -4.512 -0.642
H 2.463 -2.518 0.449
H 0.277 -1.612 -3.115
H 1.219 -3.617 -4.205
H 0.381 -0.051 -1.436
H -0.411 -2.865 1.147
H -0.243 -4.113 3.276
H 0.904 -3.097 5.217
H 1.850 -0.819 5.036
H 1.635 0.442 2.915
F 1.781 1.699 -2.613
C 1.652 2.240 -1.366
F 1.359 3.564 -1.585
F 2.909 2.234 -0.841
```

The HOMO energy (spin up / spin down) comes out at -0.2646 / -0.2693 Eh. The maximum force is 0.3 eV/Å. As for the total energy: -2447.23456 Ha. For the HOMO-LUMO gap (spin up / spin down), the calculation gives 6.702 / 6.674 eV. Its expectation value of S² is 0.85. As for the spin multiplicity: 2.

---

No. 2
C28H28ClN4O5S5V as an isolated structure at a distorted geometry, computed with the ωB97M-V functional and the def2-TZVPD basis.

```
72
Properties=species:S:1:pos:R:3
V -0.832 -0.640 -0.005
C 0.070 2.449 -2.674
N 0.250 2.120 -1.273
C 1.655 2.142 -0.871
C 2.382 0.781 -0.686
N 1.647 -0.467 -0.976
C 2.377 -1.571 -0.279
C 1.597 -0.794 -2.385
C 2.776 -0.997 -3.100
C 2.756 -1.426 -4.415
C 1.537 -1.655 -5.038
C 0.360 -1.434 -4.349
C 0.369 -1.005 -3.017
S -1.174 -0.696 -2.247
C -0.664 2.711 -0.377
C -1.508 3.756 -0.747
C -2.413 4.305 0.150
C -2.476 3.841 1.453
C -1.645 2.802 1.844
C -0.763 2.218 0.941
S 0.226 0.852 1.447
H 0.353 3.489 -2.901
H -0.967 2.288 -2.960
H 0.692 1.788 -3.276
H 1.737 2.677 0.073
H 2.203 2.728 -1.617
H 2.669 0.708 0.362
H 3.299 0.801 -1.287
H 2.065 -2.511 -0.742
H 1.347 -1.968 1.308
H 3.456 -1.440 -0.430
H 3.732 -0.828 -2.617
H 3.686 -1.607 -4.939
H 1.509 -2.007 -6.062
H -0.599 -1.605 -4.821
H -1.463 4.158 -1.750
H -3.055 5.115 -0.173
H -3.175 4.273 2.158
H -1.687 2.414 2.852
S -3.089 0.284 -0.384
C -4.188 -0.562 0.657
C -5.553 -0.665 0.418
C -6.362 -1.371 1.307
C -7.764 -1.454 1.049
N -8.890 -1.510 0.820
C -5.807 -2.002 2.436
C -4.431 -1.912 2.660
C -3.652 -1.195 1.783
S -1.994 -0.653 2.098
C -6.640 -2.654 3.390
N -7.303 -3.152 4.188
H -5.982 -0.207 -0.463
H -3.982 -2.394 3.520
O 2.215 -1.599 1.106
S 4.006 -0.250 3.427
C 2.504 -0.475 4.429
C 2.793 -1.719 5.251
C 3.297 -2.744 4.237
C 4.338 -2.051 3.351
H 1.655 -0.629 3.765
H 2.345 0.424 5.022
H 1.900 -2.069 5.774
H 3.571 -1.502 5.987
H 2.456 -3.067 3.620
H 3.727 -3.620 4.725
H 4.259 -2.368 2.315
H 5.355 -2.211 3.708
O -1.276 -1.700 2.893
Cl -1.494 -3.404 0.572
O -1.015 -4.663 0.035
O -2.586 -2.894 -0.237
O -0.337 -2.393 0.279
```

The HOMO energy (spin up / spin down) comes out at -0.1930 / -0.1949 Eh. The maximum force is 2.3 eV/Å. As for the total energy: -5074.03427 Ha. For the HOMO-LUMO gap (spin up / spin down), the calculation gives 5.944 / 7.382 eV. Its expectation value of S² is 1.19. As for the spin multiplicity: 2. The charge is -1.

---

No. 3
A 2-piece molecular cluster, C16H23N2O6 overall at a distorted geometry, computed with the ωB97M-V functional and the def2-TZVPD basis.

```
47
Properties=species:S:1:pos:R:3
O 2.893 5.357 2.123
O -0.694 0.133 -0.614
O 3.890 2.597 -1.769
O 0.490 -1.680 -0.327
O -2.611 -0.913 -2.021
O -2.620 -0.865 0.835
C 2.924 4.578 1.183
C 0.415 -0.454 -0.531
C 4.192 2.315 -0.613
C -4.100 -2.769 -1.950
C -4.854 -3.712 -1.242
C -4.124 -2.720 0.830
C -3.343 -1.808 -1.277
C -3.353 -1.786 0.128
C -4.878 -3.705 0.160
N 5.470 2.232 -0.219
N 3.056 3.275 1.428
C 2.833 5.119 -0.227
C 6.618 2.414 -1.104
C -5.460 -4.887 2.369
C 1.737 0.327 -0.671
C -5.725 -4.746 0.868
C 1.725 1.696 0.032
C 3.134 2.132 0.496
H -1.860 -0.525 -1.488
H -1.861 -0.521 0.284
H -4.079 -2.775 -3.034
H -5.423 -4.454 -1.792
H -4.100 -2.657 1.911
H 5.645 2.047 0.755
H 3.036 3.054 2.409
H 2.106 4.549 -0.801
H 2.520 6.160 -0.187
H 3.809 5.054 -0.702
H 7.509 2.650 -0.523
H 6.421 3.228 -1.804
H 6.788 1.499 -1.675
H -6.068 -5.696 2.783
H -5.716 -3.963 2.897
H -4.405 -5.119 2.550
H 2.543 -0.275 -0.242
H 1.965 0.473 -1.728
H -5.546 -5.718 0.398
H -6.781 -4.496 0.720
H 1.286 2.441 -0.630
H 1.097 1.619 0.921
H 3.497 1.293 1.090
```

The HOMO energy comes out at -0.1640 Eh. The maximum force is 2.4 eV/Å. As for the total energy: -1184.58228 Ha. For the HOMO-LUMO gap, the calculation gives 6.766 eV. As for the spin multiplicity: 1. The charge is -1.

---

No. 4
C47H40BrN5O5SSc as an isolated structure, computed with the ωB97M-V functional and the def2-TZVPD basis.

```
100
Properties=species:S:1:pos:R:3
Sc -0.215 -0.792 -0.894
O 4.467 2.044 0.812
C 3.966 1.523 1.944
C 4.582 1.864 3.149
C 4.114 1.353 4.345
C 3.026 0.487 4.365
C 2.419 0.145 3.171
C 2.867 0.648 1.953
C 2.164 0.236 0.707
O 1.249 -0.640 0.776
N 2.539 0.829 -0.413
N 1.770 0.357 -1.467
C 2.217 0.602 -2.642
C 1.595 0.105 -3.847
C 1.912 0.694 -5.075
C 1.359 0.239 -6.254
C 0.487 -0.852 -6.211
C 0.180 -1.476 -5.022
C 0.721 -1.020 -3.797
O 0.424 -1.606 -2.682
H 3.878 1.728 0.071
H 5.428 2.538 3.115
H 4.601 1.633 5.271
H 2.656 0.089 5.301
H 1.570 -0.526 3.143
H 3.129 1.196 -2.738
H 2.595 1.538 -5.084
H 1.596 0.717 -7.196
H 0.040 -1.216 -7.129
H -0.499 -2.319 -4.984
O -4.230 -2.019 2.958
C -4.063 -0.667 3.036
C -4.850 0.039 3.937
C -4.711 1.414 4.045
C -3.782 2.087 3.265
C -3.003 1.376 2.364
C -3.139 0.003 2.228
C -2.319 -0.750 1.190
O -1.439 0.023 0.528
N -1.653 -1.869 1.929
N -0.744 -2.543 1.116
C 0.029 -3.332 1.744
C 1.074 -4.142 1.132
Br 1.668 -3.629 -0.580
C 1.647 -5.180 1.753
C 1.248 -5.745 3.050
C 2.244 -6.134 3.950
C 1.915 -6.667 5.185
C 0.583 -6.837 5.537
C -0.414 -6.480 4.642
C -0.086 -5.943 3.406
H -3.427 -2.381 2.538
H -5.560 -0.508 4.545
H -5.328 1.959 4.749
H -3.667 3.160 3.354
H -2.279 1.864 1.724
H -3.014 -1.257 0.497
H -1.145 -1.469 2.717
H -0.050 -3.429 2.828
H 2.498 -5.653 1.275
H 3.283 -6.001 3.677
H 2.701 -6.950 5.873
H 0.323 -7.251 6.502
H -1.455 -6.623 4.901
H -0.873 -5.698 2.704
C 2.132 4.437 -0.336
C 1.356 5.221 -1.390
C 0.666 6.409 -0.705
C 2.358 5.746 -2.428
C 0.309 4.358 -2.093
C -0.479 4.933 -3.107
C -1.454 4.217 -3.768
C -1.645 2.885 -3.419
S -2.820 1.751 -3.995
C -2.182 0.553 -2.901
N -1.163 0.951 -2.193
C -0.855 2.280 -2.439
C 0.113 3.028 -1.766
C -2.763 -0.784 -2.779
C -3.838 -1.163 -3.590
C -4.374 -2.429 -3.461
C -3.828 -3.301 -2.522
C -2.759 -2.905 -1.730
C -2.179 -1.630 -1.818
H 2.876 5.085 0.133
H 2.658 3.587 -0.767
H 1.481 4.053 0.453
H 1.407 7.038 -0.206
H -0.045 6.057 0.045
H 0.122 7.030 -1.418
H 3.123 6.354 -1.939
H 1.872 6.361 -3.187
H 2.855 4.916 -2.934
H -0.327 5.970 -3.376
H -2.062 4.684 -4.533
H 0.692 2.557 -0.985
H -4.261 -0.480 -4.321
H -5.209 -2.736 -4.078
H -4.244 -4.298 -2.415
H -2.362 -3.622 -1.016
```

The HOMO energy comes out at -0.1822 Eh. The maximum force is 0.5 eV/Å. As for the total energy: -6198.19291 Ha. For the HOMO-LUMO gap, the calculation gives 6.892 eV. As for the spin multiplicity: 1. The charge is -1.

---

No. 5
One molecule with the formula C11H18N4O3 at a distorted geometry, computed with the ωB97M-V functional and the def2-TZVPD basis.

```
36
Properties=species:S:1:pos:R:3
C 1.106 1.361 -1.759
C 0.274 0.145 -2.081
C -0.300 0.315 -3.461
C -0.747 -0.274 -0.980
N -0.792 -1.756 -0.812
C -0.421 -2.548 0.269
O -0.906 -3.687 0.425
C 0.599 -2.026 1.256
N 1.514 -1.317 0.463
C 0.094 -1.276 2.498
C 0.389 0.172 2.621
C -0.353 1.358 2.589
N 0.438 2.415 2.652
C 1.753 1.946 2.649
N 1.759 0.570 2.645
C -2.071 0.425 -0.976
O -2.109 1.508 -0.550
O -3.017 -0.264 -1.653
H 1.082 1.204 -0.697
H 2.159 1.338 -2.083
H 0.497 2.191 -2.339
H 1.003 -0.674 -2.016
H 0.437 0.862 -4.029
H -0.493 -0.625 -4.021
H -1.291 0.944 -3.536
H -0.454 0.183 0.013
H -1.561 -2.247 -1.327
H 1.128 -2.953 1.736
H 2.000 -0.582 1.021
H 1.048 -0.977 -0.379
H -1.064 -1.550 2.620
H 0.692 -1.781 3.324
H -1.505 1.359 2.413
H 0.337 3.472 2.596
H 2.601 2.605 2.628
H -3.825 0.164 -1.720
```

The HOMO energy comes out at -0.3168 Eh. The maximum force is 5.5 eV/Å. As for the total energy: -874.62706 Ha. For the HOMO-LUMO gap, the calculation gives 9.057 eV. Its structure (SMILES) is CC(C)[C@H](NC(=O)[C@@H](N)Cc1c[nH]cn1)C(=O)O. As for the spin multiplicity: 1.

---

No. 6
C28H23AsF12N3O8S2Tc as an isolated structure, computed with the ωB97M-V functional and the def2-TZVPD basis.

```
78
Properties=species:S:1:pos:R:3
Tc 0.141 -0.136 1.119
C -1.762 -5.694 -2.647
C -1.634 -4.311 -2.127
C -1.479 -3.222 -2.989
C -1.315 -1.965 -2.479
C -1.286 -1.732 -1.062
N -1.050 -0.483 -0.630
C -1.526 0.538 -1.401
C -2.829 0.394 -1.944
C -3.410 1.413 -2.663
C -2.711 2.594 -2.884
C -3.295 3.720 -3.667
C -1.408 2.734 -2.353
C -0.810 1.761 -1.599
C 0.638 1.852 -1.149
O 0.844 1.171 0.042
C 1.098 3.307 -0.812
F 2.289 3.293 -0.246
F 1.151 4.081 -1.897
F 0.220 3.840 0.047
C 1.558 1.202 -2.226
F 1.159 -0.067 -2.427
F 2.820 1.182 -1.842
F 1.453 1.851 -3.382
C -1.410 -2.864 -0.178
C -1.615 -4.095 -0.725
C -1.524 -2.658 1.319
O -0.769 -1.565 1.731
C -3.004 -2.341 1.683
F -3.365 -1.220 1.024
F -3.813 -3.318 1.295
F -3.145 -2.128 2.977
C -0.963 -3.860 2.158
F -0.752 -3.480 3.403
F -1.827 -4.878 2.157
F 0.183 -4.268 1.624
H -2.144 -5.713 -3.665
H -2.389 -6.307 -2.000
H -0.766 -6.152 -2.655
H -1.439 -3.384 -4.058
H -1.067 -1.142 -3.134
H -3.403 -0.483 -1.675
H -4.423 1.306 -3.029
H -4.340 3.549 -3.911
H -2.736 3.841 -4.599
H -3.200 4.658 -3.118
H -0.874 3.645 -2.582
H -1.777 -4.950 -0.083
O 3.520 -0.114 4.070
As 3.026 0.699 2.641
O 2.931 2.304 2.794
O 1.293 0.231 2.555
C 4.057 0.136 1.142
C 5.043 1.051 0.793
C 5.916 0.754 -0.251
C 5.793 -0.435 -0.945
C 4.791 -1.344 -0.614
C 3.933 -1.052 0.426
S 2.649 -2.182 0.834
O 2.552 -2.220 2.269
O 2.808 -3.378 0.080
O 1.397 -1.445 0.265
H 3.452 -1.079 3.969
H 5.131 1.986 1.331
H 6.695 1.458 -0.510
H 6.478 -0.665 -1.750
H 4.683 -2.278 -1.149
C -1.985 4.472 4.305
N -2.129 3.373 3.356
C -1.120 2.623 2.937
N 0.102 2.844 3.358
S -1.578 1.363 1.801
H -2.908 5.043 4.307
H -1.184 5.140 3.989
H -1.788 4.100 5.311
H -3.055 3.101 3.069
H 0.317 3.631 3.951
H 0.887 2.366 2.926
```

The HOMO energy (spin up / spin down) comes out at -0.5349 / -0.5349 Eh. The maximum force is 0.7 eV/Å. As for the total energy: -6157.84855 Ha. For the HOMO-LUMO gap (spin up / spin down), the calculation gives 5.149 / 5.150 eV. As for the spin multiplicity: 1. The charge is +2.

---

No. 7
A 2-piece molecular cluster, C24H31ClNO8 overall at a distorted geometry, computed with the ωB97M-V functional and the def2-TZVPD basis.

```
65
Properties=species:S:1:pos:R:3
C -2.692 3.254 -1.304
C -1.177 3.069 -1.568
C -0.817 1.614 -2.036
C 0.055 1.608 -3.302
C -0.182 0.876 -0.876
C -0.717 -0.210 -0.296
C -2.006 -0.857 -0.768
C -1.757 -1.437 -2.215
C -2.115 -2.933 -2.353
O -3.168 -3.042 -3.321
C -3.232 -4.255 -3.931
C -4.640 -4.808 -4.092
O -2.277 -4.863 -4.363
C -0.028 -0.847 0.894
O -0.597 -1.761 1.466
C 1.343 -0.393 1.339
C 2.103 -1.131 2.438
N 1.825 -2.571 2.565
C 1.884 0.678 0.742
C 3.248 1.243 1.031
C 3.342 2.073 2.304
C 2.368 2.162 3.269
C 2.598 2.920 4.393
C 3.768 3.590 4.598
C 4.752 3.536 3.621
C 6.085 4.238 3.736
C 4.514 2.778 2.503
C 1.117 1.391 -0.347
O 1.600 2.406 -0.832
H -3.167 3.854 -2.085
H -3.226 2.316 -1.133
H -2.811 3.839 -0.383
H -0.836 3.750 -2.355
H -0.638 3.318 -0.655
H -1.774 1.167 -2.308
H -0.573 1.950 -4.136
H 0.875 2.327 -3.237
H 0.423 0.610 -3.553
H -2.263 -1.714 -0.147
H -2.825 -0.138 -0.800
H -2.361 -0.852 -2.917
H -0.718 -1.287 -2.523
H -1.207 -3.453 -2.675
H -2.385 -3.363 -1.377
H -5.331 -3.963 -4.169
H -4.871 -5.431 -3.227
H -4.685 -5.355 -5.035
H 1.783 -0.671 3.384
H 3.182 -0.975 2.375
H 1.083 -2.676 3.240
H 1.547 -2.962 1.677
H 3.942 0.400 1.137
H 3.614 1.866 0.213
H 1.426 1.638 3.142
H 1.852 3.002 5.179
H 3.971 4.170 5.493
H 6.657 4.154 2.809
H 6.700 3.787 4.525
H 5.980 5.300 3.977
H 5.284 2.726 1.734
O -4.262 -6.199 0.939
Cl -4.773 -5.136 0.111
O -5.648 -4.290 0.882
O -5.501 -5.698 -1.005
O -3.660 -4.342 -0.393
```

The HOMO energy comes out at -0.2274 Eh. The maximum force is 1.7 eV/Å. As for the total energy: -2049.79448 Ha. For the HOMO-LUMO gap, the calculation gives 6.946 eV. As for the spin multiplicity: 1. The charge is -1.